(1)
{
  "formula": "C2H8InN4O2",
  "method": "wB97M-V/def2-TZVPD",
  "elements": ["In", "C", "O", "N", "N", "H", "H", "H", "H", "C", "O", "N", "N", "H", "H", "H", "H"],
  "positions_angstrom": [[-2.8689, 8.7794, 20.1680], [-2.8087, 4.5747, 14.9651], [-3.2425, 5.1515, 15.9954], [-2.7917, 3.3325, 14.7819], [-2.3052, 5.0561, 13.9181], [-2.8020, 2.8719, 13.8831], [-3.1962, 2.7538, 15.5042], [-1.8102, 4.5405, 13.2045], [-2.2485, 6.0521, 13.7609], [-8.7155, 5.7867, 22.0335], [-7.6942, 6.2834, 21.6506], [-9.4939, 6.3547, 22.9121], [-9.2976, 4.7748, 21.4013], [-9.1573, 7.2191, 23.3118], [-10.5015, 6.2931, 22.8796], [-10.2159, 4.4181, 21.6239], [-8.9404, 4.5574, 20.4819]],
  "max_force_ev_per_a": 8.81,
  "de_lowest_ev": 1.918,
  "multiplicity": 1,
  "homo_ev": -18.9,
  "gap_ev": 1.611,
  "charge": 3
}

---

(2)
{
  "formula": "C4H15NO2",
  "method": "wB97M-V/def2-TZVPD",
  "elements": ["C", "C", "N", "C", "C", "H", "H", "H", "H", "H", "H", "H", "H", "H", "H", "H", "H", "H", "O", "H", "H", "O"],
  "positions_angstrom": [[0.7414, 1.0605, 1.8444], [0.1127, 1.3465, 0.5231], [0.2004, 0.1880, -0.3845], [0.4680, 0.3878, -1.7847], [1.2533, -0.7213, -2.4561], [1.7930, 0.7406, 1.7487], [0.8593, 2.0026, 2.4016], [0.2382, 0.3150, 2.4387], [0.2733, 2.2194, -0.1048], [-0.9674, 1.4677, 0.7248], [0.8633, -0.4265, 0.0878], [1.0465, 1.2924, -1.9293], [-0.4913, 0.5745, -2.2644], [0.7166, -1.4595, -3.0530], [1.9346, -1.2321, -1.7814], [1.9285, -0.2940, -3.2054], [-1.7213, -2.4053, 2.6994], [-0.3961, -1.7692, 2.7559], [-1.3138, -1.5662, 2.9780], [-3.2162, -0.9300, -0.3584], [-1.7996, -0.4998, -0.7433], [-2.5236, -0.2910, -0.1369]],
  "max_force_ev_per_a": 3.39,
  "de_lowest_ev": 0.643,
  "multiplicity": 2,
  "homo_ev": [-14.7, -14.7],
  "gap_ev": [11.684, 6.726],
  "charge": 1
}

---

(3)
{
  "formula": "C43H87FN2O12S8",
  "method": "wB97M-V/def2-TZVPD",
  "elements": ["C", "C", "C", "C", "N", "C", "C", "C", "O", "C", "C", "O", "C", "C", "O", "C", "C", "C", "N", "C", "C", "C", "C", "F", "C", "C", "C", "O", "C", "C", "C", "C", "C", "C", "C", "S", "C", "O", "H", "H", "H", "H", "H", "H", "H", "H", "H", "H", "H", "H", "H", "H", "H", "H", "H", "H", "H", "H", "H", "H", "H", "H", "H", "H", "H", "H", "H", "H", "H", "H", "H", "H", "H", "H", "H", "H", "H", "H", "H", "H", "H", "H", "H", "C", "S", "O", "C", "H", "H", "H", "H", "H", "H", "C", "S", "O", "C", "H", "H", "H", "H", "H", "H", "C", "S", "O", "C", "H", "H", "H", "H", "H", "H", "C", "S", "O", "C", "H", "H", "H", "H", "H", "H", "C", "S", "O", "C", "H", "H", "H", "H", "H", "H", "C", "S", "O", "C", "H", "H", "H", "H", "H", "H", "C", "S", "O", "C", "H", "H", "H", "H", "H", "H"],
  "positions_angstrom": [[4.5150, -5.1260, 1.7855], [3.0388, -5.2747, 1.3863], [2.3849, -3.9708, 0.9489], [0.8627, -4.0519, 1.0921], [0.1189, -3.1868, 0.1722], [-0.0865, -1.8803, 0.6994], [-1.1855, -1.5853, 1.5293], [-2.2923, -2.5930, 1.7657], [-1.9402, -3.8814, 2.2502], [-2.3456, -4.9504, 1.4225], [-3.7746, -5.3678, 1.7391], [-4.5356, -4.1783, 1.6720], [-5.2932, -4.0406, 0.4911], [-6.0159, -2.6809, 0.4931], [-5.4308, -1.8164, 1.4472], [-6.2421, -0.7150, 1.8235], [-5.6362, 0.5259, 1.1864], [-1.2907, -0.2869, 2.1045], [-2.3199, 0.0719, 3.0193], [-0.3456, 0.7310, 1.8122], [-0.5671, 2.0860, 2.4310], [-1.8654, 2.7876, 1.9486], [-1.6883, 4.0671, 1.1771], [-0.9226, 3.8704, 0.0421], [0.7276, 0.4104, 0.9590], [0.8472, -0.8752, 0.3950], [1.9702, -1.0896, -0.5729], [1.8444, -1.7266, -1.5793], [3.2554, -0.3987, -0.2525], [4.5436, -1.0449, -0.6554], [4.6924, -1.2777, -2.1832], [4.6303, -2.7177, -2.6987], [5.3980, -3.7147, -1.8355], [5.2378, -2.7459, -4.1292], [3.1412, 0.7848, 0.3640], [4.4361, 1.8638, 0.8711], [1.8073, 1.3761, 0.6259], [1.6642, 2.5686, 0.5446], [4.7181, -4.1175, 2.1401], [4.7558, -5.8017, 2.6034], [5.1935, -5.3623, 0.9704], [2.9665, -6.0186, 0.5942], [2.5094, -5.6667, 2.2555], [2.6526, -3.7228, -0.0753], [2.7536, -3.1865, 1.6136], [0.5630, -5.0893, 0.9483], [0.6162, -3.8208, 2.1310], [-0.7558, -3.6118, -0.0919], [-3.0107, -2.2021, 2.4677], [-2.8547, -2.6779, 0.8342], [-2.3376, -4.6762, 0.3648], [-1.6527, -5.7798, 1.5726], [-3.8864, -5.8572, 2.7047], [-4.0859, -6.0762, 0.9652], [-4.6410, -4.0687, -0.3902], [-6.0152, -4.8524, 0.4049], [-5.9140, -2.2590, -0.5086], [-7.0720, -2.8170, 0.7342], [-6.1707, -0.6178, 2.9067], [-7.2889, -0.8686, 1.5592], [-4.6707, 0.6603, 1.6621], [-6.2545, 1.4100, 1.2713], [-5.4340, 0.2545, 0.1498], [-3.0373, 0.6439, 2.6032], [-2.7349, -0.7208, 3.4754], [-0.6750, 1.9166, 3.5012], [0.2894, 2.7297, 2.2869], [-2.5318, 2.9505, 2.7925], [-2.3790, 2.1006, 1.2723], [-2.6644, 4.4249, 0.8443], [-1.2509, 4.8497, 1.7992], [5.3652, -0.4041, -0.3500], [4.6436, -1.9647, -0.0790], [5.6242, -0.8293, -2.5177], [3.8825, -0.7353, -2.6627], [3.6094, -3.0674, -2.8070], [4.9711, -3.8060, -0.8396], [6.4602, -3.4832, -1.7815], [5.2975, -4.7052, -2.2807], [5.4527, -1.7422, -4.4877], [6.1428, -3.3465, -4.1688], [4.5294, -3.1738, -4.8370], [5.3972, 0.9885, 1.1693], [-2.0583, 0.6091, -3.7600], [-2.6434, -0.4655, -2.4560], [-4.1302, -0.5102, -2.5311], [-2.2291, 0.6364, -1.0960], [-2.2589, 0.1260, -4.7129], [-2.5815, 1.5652, -3.7091], [-0.9843, 0.7450, -3.6539], [-2.7528, 1.5846, -1.2243], [-1.1495, 0.7910, -1.0711], [-2.5539, 0.1561, -0.1735], [-8.6069, -8.2584, 2.1022], [-8.1981, -6.5430, 1.7677], [-7.2606, -6.5401, 0.6117], [-7.1921, -6.2829, 3.2309], [-9.1991, -8.6249, 1.2667], [-7.6893, -8.8400, 2.1897], [-9.1906, -8.3180, 3.0206], [-6.3727, -7.0018, 3.2378], [-7.8111, -6.3951, 4.1210], [-6.7937, -5.2700, 3.1822], [6.8619, 6.7187, 2.0278], [5.9741, 5.1586, 2.0690], [6.9761, 4.0866, 1.7862], [5.0432, 5.4112, 0.5659], [7.5386, 6.7383, 2.8794], [7.4302, 6.7886, 1.1001], [6.1493, 7.5398, 2.1037], [5.7300, 5.5733, -0.2643], [4.3765, 6.2624, 0.6696], [4.4572, 4.5143, 0.3915], [1.2616, 5.0189, -1.6886], [2.4425, 6.0832, -2.5137], [3.4137, 6.5261, -1.4748], [1.3158, 7.4523, -2.8018], [1.7824, 4.1153, -1.3780], [0.8611, 5.5251, -0.8122], [0.4606, 4.7618, -2.3823], [0.9108, 7.7957, -1.8499], [0.5148, 7.1248, -3.4644], [1.8787, 8.2538, -3.2755], [2.8361, 1.4379, -6.2988], [2.2403, 0.3339, -5.0144], [0.7551, 0.3205, -5.1170], [2.6586, 1.4009, -3.6308], [2.6249, 0.9700, -7.2577], [2.3149, 2.3927, -6.2295], [3.9113, 1.5756, -6.1866], [2.1506, 2.3593, -3.7444], [3.7396, 1.5381, -3.5943], [2.3240, 0.9072, -2.7204], [-5.4889, 4.7004, 4.5415], [-6.6766, 3.3528, 4.5335], [-6.0645, 2.2468, 3.7535], [-7.8645, 4.1540, 3.4499], [-4.6342, 4.3811, 5.1341], [-5.1739, 4.9126, 3.5197], [-5.9419, 5.5812, 4.9962], [-7.3831, 4.4046, 2.5046], [-8.2513, 5.0500, 3.9350], [-8.6770, 3.4520, 3.2762], [6.8292, 2.7665, -1.7677], [5.4413, 3.1578, -2.8340], [5.2094, 1.9668, -3.6963], [6.3060, 4.3734, -3.8344], [6.5036, 1.9867, -1.0859], [7.6604, 2.4116, -2.3782], [7.1169, 3.6471, -1.1926], [7.1793, 3.9106, -4.2941], [6.5995, 5.2135, -3.2049], [5.6184, 4.7163, -4.6047]],
  "max_force_ev_per_a": 1.93,
  "de_lowest_ev": 0.000,
  "multiplicity": 1,
  "homo_ev": -8.2,
  "gap_ev": 7.838
}